(1)
Density functional theory data (ωB97M-V/def2-TZVPD) for a structure of composition C36H18Cl3F5N4O5SSeY in a non-equilibrium geometry.

Structure (XYZ):
```
74
Properties=species:S:1:pos:R:3:forces:R:3:lowdin_charge:R:1
Y 0.034 -0.613 -0.055 -0.5970 1.1060 0.0871 1.381
Se -1.223 0.635 2.431 -0.0327 -0.0218 -0.2394 0.667
Cl -5.761 -2.024 2.330 -0.1482 -0.0786 0.0085 0.599
Cl -4.716 0.339 3.649 0.0075 -0.0662 -0.0818 0.601
Cl -2.950 -1.883 2.972 -0.6509 0.0448 -0.1165 0.626
S 3.313 -1.510 -0.547 0.6048 -0.5068 0.2799 0.644
F 1.560 1.421 1.622 0.5134 0.0938 0.0223 0.032
F -2.060 3.102 4.067 0.0219 0.2247 0.1525 0.067
F -0.545 5.226 4.861 -0.0278 -0.0143 0.0427 0.103
F 3.117 3.524 2.450 0.0210 -0.0145 -0.0281 0.113
F 2.055 5.388 4.119 -0.0127 0.0569 -0.0655 0.104
O 1.371 1.504 -1.226 0.2501 -0.3007 0.1346 0.025
O 0.244 -1.315 -2.190 0.0491 -0.0357 0.3921 -0.125
O -0.920 -1.783 -4.056 0.0480 -0.0045 0.0992 0.048
O 2.580 -2.734 -0.722 -0.0147 0.0816 -0.3721 -0.280
O 4.383 -1.572 0.416 0.0931 0.3478 -0.1847 -0.297
N 2.263 -0.309 -0.221 1.1558 -0.6544 0.0251 -0.195
N -1.267 0.840 -1.724 -0.0374 -0.2972 -0.1639 0.099
N -4.191 0.151 0.107 0.0815 0.0233 -0.0495 0.219
N 0.948 -2.040 1.846 0.0005 -0.2464 -0.4230 0.029
C -1.763 4.208 -0.429 -0.0129 -0.1077 0.0350 -0.059
C 2.383 -4.144 2.931 -0.0915 0.1160 0.0275 -0.055
C 4.929 -1.176 -2.948 0.0971 -0.2893 0.0539 -0.033
C 4.553 0.876 -4.175 -0.0373 0.0762 -0.0010 -0.069
C 3.947 -0.782 -2.064 -0.4902 0.3485 0.2980 -0.178
C 3.278 0.420 -2.225 0.0577 -0.1510 -0.3087 -0.126
C -0.856 -3.465 1.126 -0.3342 0.0838 -0.2556 -0.255
C -2.540 4.790 -1.449 -0.1001 0.0406 -0.0961 -0.085
C -4.185 -0.323 1.151 0.0496 0.1349 -0.2265 -0.443
C 1.298 4.375 3.676 -0.0332 -0.0664 -0.0070 -0.148
C 2.105 -1.833 2.469 0.0122 0.0743 0.3044 -0.148
C 3.563 1.262 -3.283 0.0081 -0.0352 0.0849 0.006
C 2.846 -2.843 3.051 -0.0347 -0.0287 0.0569 -0.058
C -4.360 -0.935 2.462 0.1407 -0.2810 0.5945 -1.582
C -0.665 -1.124 -3.059 -0.3486 0.2283 -0.2667 -0.601
C -2.899 4.056 -2.544 -0.0205 0.0720 0.0050 -0.044
C 1.839 3.418 2.834 0.0543 0.0477 0.0299 -0.143
C -2.774 1.927 -3.814 0.0910 -0.1002 0.0644 0.002
C -2.247 0.674 -3.906 -0.1364 0.0565 -0.0673 0.012
C -0.264 2.199 2.840 0.1265 0.3319 0.1233 -0.536
C 2.227 0.617 -1.189 0.1322 0.9908 -0.3907 -0.549
C -0.790 3.199 3.659 0.1095 -0.3374 -0.3165 -0.259
C -1.464 0.178 -2.843 0.1542 -0.0211 0.0065 -0.161
C 1.053 2.359 2.427 -0.5182 0.0756 0.1810 -0.262
C -3.296 -3.875 -0.104 -0.1485 -0.0079 0.0093 -0.110
C -1.642 -4.568 1.468 0.1655 -0.0256 0.0388 -0.086
C -2.486 2.712 -2.675 0.0695 -0.1493 0.1931 -0.152
C -1.305 -2.478 0.219 -0.4328 -1.0965 0.2897 -0.215
C -2.531 -2.755 -0.401 0.0905 0.0436 -0.0311 -0.149
C -0.027 4.274 4.071 0.0329 0.0477 0.0221 -0.151
C 0.466 -3.292 1.765 0.0117 -0.1465 0.2435 -0.232
C -2.871 -4.769 0.866 0.0885 -0.0224 -0.0267 -0.113
C 5.223 -0.331 -4.012 -0.0447 -0.0123 0.0317 -0.073
C -1.728 2.118 -1.635 -0.2477 0.2577 -0.0622 -0.200
C 1.186 -4.371 2.280 0.1056 0.0391 0.0401 -0.011
C -1.380 2.900 -0.513 0.1129 0.0342 0.0699 -0.018
H -2.847 5.825 -1.360 -0.0171 0.0042 -0.0259 0.098
H -2.922 -2.070 -1.149 0.0071 0.0232 0.0035 0.081
H 5.979 -0.621 -4.730 0.0304 -0.0148 0.0153 0.102
H 0.825 -5.380 2.145 -0.0595 0.0206 -0.0073 0.106
H 5.447 -2.117 -2.824 0.0176 -0.0140 0.0063 0.119
H 2.944 -4.972 3.347 0.0326 -0.0015 -0.0427 0.105
H -2.385 0.032 -4.764 0.0192 0.0106 -0.0061 0.115
H 2.445 -0.806 2.516 0.0051 -0.0042 -0.0924 0.107
H -0.769 2.449 0.253 -0.0447 0.0167 0.0340 0.050
H -3.481 -5.618 1.149 -0.0195 -0.0015 -0.0260 0.095
H 3.770 -2.613 3.560 0.0335 0.0200 -0.0496 0.106
H -3.495 4.491 -3.338 0.0047 0.0338 0.0021 0.107
H 3.017 2.190 -3.385 -0.0073 0.0092 -0.0432 0.123
H -4.236 -4.048 -0.616 -0.0287 0.0507 -0.0024 0.097
H 4.803 1.521 -5.008 0.0123 -0.0192 -0.0316 0.101
H -3.377 2.349 -4.610 -0.0045 -0.0146 -0.0189 0.114
H -1.309 -5.258 2.235 0.0004 -0.0448 -0.0123 0.098
H -1.468 4.805 0.424 0.0145 -0.0338 0.0306 0.104
```
Positions in Å, forces in eV/Å.

- charge = -1
- energy (a.u.) = -6695.984790
- gap between HOMO and LUMO (eV) = 7.22
- energy relative to the best compared isomer or geometry (same formula, charge and spin) (kJ/mol) = 139.7



(2)
Density functional theory data (ωB97M-V/def2-TZVPD) for a structure of composition C36H21Cl2I2IrN6O5S.

Structure (XYZ):
```
74
Properties=species:S:1:pos:R:3:forces:R:3:lowdin_charge:R:1
Ir -0.191 -0.266 -0.262 -0.0449 0.0105 -0.1490 1.465
I -0.203 0.173 4.931 -0.1193 -0.0765 0.1074 1.013
I 4.960 -0.338 -0.191 -0.0262 0.0274 0.0474 1.064
Cl -5.776 0.075 3.777 -0.0153 0.0035 0.0120 0.717
Cl 4.005 -0.462 -5.769 0.0028 -0.0135 -0.0043 0.791
S 3.126 -3.512 -2.036 0.0243 -0.0059 0.0332 0.741
O 0.005 -2.303 -0.313 -0.1743 -0.0611 -0.0768 -0.041
O 4.419 -3.480 -1.446 -0.0103 -0.0353 -0.0177 -0.263
O -0.311 -0.474 1.748 0.6720 0.4377 -0.1957 -0.232
O 2.969 -3.373 -3.449 -0.0052 -0.0137 -0.0099 -0.226
O 1.816 -0.115 -0.481 -0.0674 0.1113 0.6528 -0.265
N 0.110 -0.321 -2.430 0.0458 0.1290 0.0865 0.031
N -0.217 1.838 -0.072 0.1898 0.4066 0.4498 -0.024
N 2.107 -2.340 -1.285 -0.0646 -0.0987 -0.0538 0.033
N 0.440 2.630 0.632 0.0715 -0.4728 0.1594 0.105
N 1.798 1.428 2.271 -0.0677 -0.5603 -0.3501 0.127
N -2.254 -0.607 0.071 -0.0762 0.1307 0.0386 -0.031
C -2.037 2.048 -1.729 -0.0585 0.1922 0.0639 -0.068
C 1.836 3.805 2.053 0.0765 0.0415 0.0794 0.014
C -1.765 0.007 3.580 -0.0277 0.0097 -0.0394 -0.634
C -4.566 -0.963 -0.414 -0.0424 -0.0271 0.0552 -0.021
C 0.139 -5.243 -0.204 0.0151 0.0133 0.0021 0.025
C -0.739 -0.182 -3.453 -0.2562 -0.0258 -0.0191 -0.095
C -2.880 2.803 -2.531 -0.0135 -0.0008 0.0030 -0.060
C 4.195 -0.446 -3.092 0.0193 0.0004 0.0020 -0.169
C -0.339 -0.195 -4.778 0.0369 -0.0053 -0.0023 -0.009
C 2.433 -6.196 -1.562 -0.0082 0.0107 0.0288 -0.006
C -3.941 -0.322 1.806 0.0430 0.0011 0.0250 -0.162
C 2.264 -0.787 -1.542 0.0628 0.0504 0.1017 -0.562
C 0.999 -0.303 -5.086 -0.0057 0.0246 0.0407 0.017
C 1.402 -0.506 -2.741 0.0319 -0.0077 0.0411 -0.114
C 0.381 -6.603 -0.333 0.0020 -0.0115 0.0049 -0.033
C 1.912 -0.448 -4.038 -0.0138 -0.0380 -0.0391 -0.161
C 3.722 -0.541 -1.818 0.0097 0.0838 0.0363 -0.646
C 1.510 -7.072 -1.002 0.0046 0.0037 -0.0010 -0.032
C 3.340 -0.483 -4.197 -0.0131 0.0316 -0.0273 -0.596
C -3.097 0.120 4.027 -0.0001 0.0048 0.0134 -0.153
C 1.057 -4.372 -0.762 0.0162 -0.0131 -0.0190 -0.116
C 3.172 2.739 3.709 0.0698 0.0194 0.0652 -0.033
C -2.606 -0.366 1.370 0.2010 0.0966 0.0741 -0.132
C 2.660 1.524 3.268 0.0098 0.0011 -0.1723 -0.176
C -1.847 4.797 -1.706 0.0239 0.0044 0.0330 -0.057
C -1.008 4.048 -0.902 -0.0917 0.0921 -0.1661 -0.010
C -1.494 -0.247 2.252 -0.2299 -0.0729 -0.1566 -0.428
C 1.401 2.535 1.680 -0.2820 -0.1956 -0.3612 -0.288
C -3.210 -0.958 -0.765 0.1065 -0.0814 -0.1278 -0.112
C 2.171 -4.849 -1.421 -0.0123 -0.0327 -0.0265 -0.205
C -2.787 4.182 -2.525 -0.0287 0.0020 -0.0339 -0.065
C -4.155 -0.041 3.178 -0.0325 -0.0113 -0.0097 -0.608
C 1.002 -2.897 -0.757 0.1442 0.0296 0.0752 -0.348
C -1.102 2.656 -0.917 -0.0316 -0.0402 -0.1864 -0.197
C 2.750 3.900 3.090 -0.0162 0.1316 -0.0363 -0.041
C -4.940 -0.604 0.853 0.0327 -0.0164 -0.0153 0.012
H -1.782 -0.039 -3.228 -0.0251 -0.0817 0.0682 0.090
H 3.117 4.865 3.412 0.0019 0.0059 -0.0096 0.116
H -2.912 -1.271 -1.755 0.1038 0.1392 -0.1366 0.113
H 3.312 -6.553 -2.078 -0.0006 0.0004 -0.0065 0.133
H -3.613 2.307 -3.156 -0.0004 -0.0018 0.0063 0.111
H -0.314 -7.313 0.093 -0.0011 -0.0002 0.0039 0.117
H -0.285 4.537 -0.271 -0.0468 0.0078 -0.0610 0.099
H -0.728 -4.864 0.320 -0.0033 -0.0026 0.0013 0.130
H -5.297 -1.244 -1.157 -0.0017 0.0005 0.0038 0.116
H -3.440 4.779 -3.147 -0.0043 -0.0026 -0.0002 0.112
H 3.882 2.769 4.524 -0.0088 -0.0130 0.0021 0.114
H -1.768 5.875 -1.691 0.0041 0.0030 -0.0020 0.113
H 1.344 -0.265 -6.109 0.0084 -0.0191 -0.0028 0.106
H 5.257 -0.334 -3.269 0.0005 -0.0001 0.0097 0.111
H -2.116 0.986 -1.717 -0.0964 -0.2186 0.0923 0.025
H 1.457 4.679 1.543 0.0097 -0.0015 0.0042 0.110
H -1.084 -0.089 -5.553 -0.0076 0.0060 0.0031 0.121
H 2.957 0.593 3.737 -0.0018 -0.0101 -0.0096 0.105
H -5.981 -0.571 1.142 -0.0033 0.0039 0.0000 0.104
H 1.674 -8.138 -1.085 -0.0003 -0.0025 -0.0011 0.119
H -3.287 0.322 5.073 -0.0037 0.0035 -0.0006 0.099
```
Positions in Å, forces in eV/Å.

- <S²> = 0.786
- charge = +1
- energy (a.u.) = -4107.284564
- gap between HOMO and LUMO (alpha / beta) (eV) = 6.36 / 6.02
- 2S+1 = 2
- energy relative to the best compared isomer or geometry (same formula, charge and spin) (kJ/mol) = 78.0